Record 1
{"formula": "C28H28N5O2S4Se2Te2Tm", "method": "the ωB97M-V functional and the def2-TZVPD basis", "elements": ["Tm", "C", "C", "N", "N", "C", "S", "S", "C", "C", "C", "C", "C", "C", "C", "C", "C", "C", "C", "C", "C", "O", "H", "H", "H", "H", "H", "H", "H", "H", "H", "H", "H", "H", "H", "H", "Se", "Te", "Te", "Se", "N", "C", "C", "C", "N", "H", "H", "H", "H", "C", "C", "C", "C", "C", "C", "C", "S", "C", "O", "H", "H", "H", "H", "H", "H", "H", "H", "H", "H", "S", "C", "N"], "xyz": [[-1.629, 14.071, 13.724], [0.575, 12.353, 16.532], [-0.114, 14.543, 15.932], [0.644, 14.443, 14.831], [1.192, 15.652, 14.451], [0.948, 16.197, 13.277], [-0.138, 15.727, 12.061], [1.835, 17.733, 13.092], [0.415, 18.747, 13.650], [0.834, 20.156, 13.895], [1.075, 20.611, 15.195], [1.490, 21.922, 15.411], [1.676, 22.782, 14.336], [1.430, 22.338, 13.042], [1.016, 21.034, 12.822], [-0.663, 15.782, 16.404], [-0.290, 16.312, 17.638], [-0.794, 17.539, 18.044], [-1.675, 18.241, 17.216], [-2.081, 17.706, 15.993], [-1.593, 16.473, 15.599], [-2.020, 15.936, 14.465], [1.591, 12.782, 16.480], [0.357, 11.724, 15.665], [0.456, 11.770, 17.452], [0.052, 18.302, 14.576], [-0.351, 18.677, 12.869], [0.922, 19.933, 16.032], [1.671, 22.263, 16.432], [2.003, 23.803, 14.514], [1.572, 23.010, 12.191], [0.841, 20.682, 11.801], [0.406, 15.765, 18.269], [-0.506, 17.954, 19.008], [-2.053, 19.204, 17.549], [-2.777, 18.247, 15.362], [-2.686, 14.025, 11.450], [-4.094, 13.505, 9.492], [-6.408, 14.035, 12.324], [-4.117, 14.084, 13.262], [1.430, 12.774, 12.506], [2.108, 12.107, 11.540], [1.162, 11.553, 10.668], [-0.098, 11.952, 11.200], [0.076, 12.700, 12.316], [1.768, 13.290, 13.321], [3.189, 12.035, 11.520], [1.326, 10.949, 9.784], [-1.097, 11.731, 10.840], [-5.959, 8.669, 15.349], [-5.429, 9.997, 15.768], [-4.303, 10.112, 16.585], [-3.751, 11.348, 16.872], [-4.330, 12.521, 16.354], [-5.524, 12.413, 15.611], [-6.045, 11.174, 15.304], [-3.534, 14.076, 16.424], [-3.192, 14.210, 18.194], [-0.393, 13.433, 16.615], [-5.348, 7.846, 15.752], [-5.996, 8.577, 14.246], [-6.994, 8.517, 15.698], [-3.845, 9.207, 16.978], [-2.822, 11.412, 17.449], [-6.016, 13.312, 15.251], [-6.928, 11.085, 14.680], [-2.565, 13.376, 18.517], [-4.138, 14.240, 18.746], [-2.662, 15.158, 18.360], [-2.226, 11.419, 14.095], [-0.821, 10.605, 14.049], [0.232, 10.028, 14.072]], "lowdin_spin": [2.009, 0.000, -0.001, -0.001, 0.000, 0.000, -0.002, 0.000, 0.000, 0.000, 0.000, 0.000, 0.000, 0.000, 0.000, 0.000, 0.000, 0.000, 0.000, 0.000, 0.000, -0.001, 0.000, 0.000, 0.000, 0.000, 0.000, 0.000, 0.000, 0.000, 0.000, 0.000, 0.000, 0.000, 0.000, 0.000, 0.001, -0.002, -0.002, 0.004, 0.000, 0.000, 0.000, 0.000, -0.002, 0.000, 0.000, 0.000, 0.000, 0.000, 0.000, 0.000, 0.000, 0.000, 0.000, 0.000, -0.001, 0.000, 0.000, 0.000, 0.000, 0.000, 0.000, 0.000, 0.000, 0.000, 0.000, 0.000, 0.000, -0.001, 0.000, 0.000], "gap_ev": [4.7, 4.7], "spin_multiplicity": 3, "s2": 2.003, "total_energy_ev": -259188.7769, "charge": -2, "homo_ev": [-0.75, -0.76], "de_lowest_kj_mol": 0.00}

---

Record 2
{"formula": "C28H28N6O4S", "method": "the ωB97M-V functional and the def2-TZVPD basis", "elements": ["C", "C", "C", "C", "C", "C", "C", "H", "H", "H", "N", "C", "O", "C", "C", "N", "H", "H", "C", "N", "S", "C", "O", "N", "H", "H", "C", "C", "C", "C", "C", "C", "C", "N", "C", "C", "C", "H", "H", "H", "H", "H", "H", "H", "C", "O", "N", "C", "H", "H", "C", "C", "H", "C", "H", "C", "H", "O", "H", "H", "H", "H", "H", "H", "H", "H", "H"], "xyz": [[-1.940, 1.832, 4.275], [-1.321, 0.600, 3.692], [-1.026, 0.530, 2.339], [-0.446, -0.611, 1.800], [-0.187, -1.711, 2.612], [-0.496, -1.648, 3.961], [-1.047, -0.500, 4.498], [-1.275, -0.456, 5.553], [-0.295, -2.499, 4.593], [0.253, -2.606, 2.196], [-0.115, -0.650, 0.424], [0.536, 0.379, -0.184], [0.586, 0.506, -1.403], [1.218, 1.342, 0.682], [2.016, 1.230, 1.814], [2.448, 0.110, 2.442], [1.884, -0.723, 2.401], [2.934, 0.302, 3.312], [2.478, 2.532, 2.187], [2.088, 3.521, 1.408], [1.174, 3.000, 0.184], [3.294, 2.792, 3.389], [3.619, 1.911, 4.172], [3.629, 4.085, 3.551], [3.326, 4.759, 2.869], [4.183, 4.365, 4.342], [-0.767, -1.684, -0.383], [0.149, -2.253, -1.438], [-0.344, -2.704, -2.635], [0.510, -3.278, -3.595], [0.057, -3.750, -4.845], [0.959, -4.291, -5.720], [2.311, -4.358, -5.337], [2.766, -3.934, -4.192], [1.898, -3.395, -3.314], [2.379, -2.938, -2.070], [1.525, -2.389, -1.159], [1.906, -2.045, -0.208], [3.433, -3.038, -1.865], [3.047, -4.783, -6.008], [0.653, -4.663, -6.686], [-0.994, -3.676, -5.091], [-1.399, -2.629, -2.858], [-1.049, -2.489, 0.308], [-2.098, -1.096, -0.904], [-3.158, -1.403, -0.394], [-1.958, -0.239, -1.929], [-3.020, 0.667, -2.281], [-3.958, 0.210, -1.962], [-3.030, 0.818, -3.363], [-2.823, 2.027, -1.573], [-4.089, 2.887, -1.657], [-3.826, 3.938, -1.538], [-4.903, 2.393, -0.454], [-5.664, 1.678, -0.762], [-3.855, 1.710, 0.447], [-3.775, 2.177, 1.431], [-2.594, 1.862, -0.190], [-4.074, 0.644, 0.580], [-5.397, 3.215, 0.061], [-4.609, 2.758, -2.602], [-1.931, 2.517, -1.976], [-1.006, 0.054, -2.150], [-1.264, 1.355, 1.685], [-2.967, 1.628, 4.580], [-1.947, 2.642, 3.551], [-1.389, 2.153, 5.157]], "nbo_charge": [-0.633, 0.009, -0.259, 0.247, -0.285, -0.195, -0.204, 0.213, 0.219, 0.221, -0.471, 0.682, -0.639, -0.413, 0.186, -0.799, 0.396, 0.434, 0.018, -0.595, 0.744, 0.641, -0.634, -0.798, 0.418, 0.407, -0.180, 0.074, -0.204, -0.093, -0.131, -0.267, 0.055, -0.400, 0.133, -0.169, -0.219, 0.211, 0.227, 0.190, 0.220, 0.213, 0.219, 0.249, 0.689, -0.635, -0.637, -0.257, 0.225, 0.204, 0.091, -0.426, 0.214, -0.441, 0.211, -0.088, 0.181, -0.546, 0.203, 0.216, 0.214, 0.193, 0.439, 0.246, 0.223, 0.218, 0.224], "gap_ev": 8.3, "total_energy_ev": -57458.7597, "charge": 0, "homo_ev": -8.31, "de_lowest_kj_mol": 26.09}

---

Record 3
{"formula": "C28H28N7O3Pt", "method": "the ωB97M-V functional and the def2-TZVPD basis", "elements": ["Pt", "N", "C", "C", "N", "C", "C", "N", "C", "C", "N", "H", "H", "H", "H", "H", "H", "C", "O", "C", "C", "C", "C", "C", "C", "N", "C", "N", "C", "C", "C", "C", "C", "C", "O", "C", "N", "C", "C", "C", "C", "C", "C", "O", "C", "H", "H", "H", "H", "H", "H", "H", "H", "H", "H", "H", "H", "H", "H", "H", "H", "H", "H", "H", "H", "H", "H"], "xyz": [[0.308, 0.109, -0.109], [0.336, -3.806, -1.775], [-1.040, -3.823, -1.731], [-1.410, -2.598, -1.267], [-0.287, -1.846, -1.039], [0.746, -2.596, -1.349], [2.090, -2.086, -1.141], [2.247, -0.889, -0.630], [3.598, -0.682, -0.502], [4.260, -1.782, -0.952], [3.286, -2.666, -1.359], [0.913, -4.582, -2.049], [-1.617, -4.687, -2.022], [-2.402, -2.211, -1.095], [3.999, 0.234, -0.099], [5.311, -2.006, -1.022], [3.457, -3.591, -1.715], [-1.290, 6.600, -0.947], [-2.302, 6.886, 0.014], [-3.088, 5.940, 0.597], [-4.176, 6.481, 1.282], [-5.077, 5.690, 1.965], [-4.916, 4.309, 1.965], [-3.851, 3.759, 1.282], [-2.913, 4.549, 0.608], [-1.807, 3.918, -0.041], [-1.318, 2.680, 0.326], [-1.080, 2.561, 1.642], [-0.656, 1.465, 2.454], [-0.116, 0.306, 1.890], [0.278, -0.741, 2.720], [0.165, -0.645, 4.095], [-0.346, 0.510, 4.649], [-0.759, 1.573, 3.857], [-1.223, 2.617, 4.613], [-1.825, 3.806, 4.134], [-1.045, 1.757, -0.554], [-1.556, 1.837, -1.880], [-2.895, 2.110, -2.148], [-3.387, 2.142, -3.444], [-2.539, 1.868, -4.503], [-1.207, 1.553, -4.259], [-0.716, 1.535, -2.961], [0.576, 1.226, -2.646], [1.463, 0.850, -3.691], [-0.899, 7.565, -1.251], [-1.710, 6.111, -1.832], [-0.480, 6.007, -0.532], [-4.277, 7.560, 1.260], [-5.905, 6.149, 2.492], [-5.618, 3.666, 2.482], [-3.727, 2.680, 1.266], [-1.755, 4.076, -1.032], [-1.269, 3.413, 2.131], [0.686, -1.645, 2.283], [0.476, -1.460, 4.738], [-0.449, 0.627, 5.720], [-2.141, 4.350, 5.018], [-2.709, 3.613, 3.523], [-1.111, 4.445, 3.600], [-3.573, 2.279, -1.319], [-4.433, 2.365, -3.619], [-2.903, 1.888, -5.523], [-0.560, 1.319, -5.094], [2.419, 0.652, -3.212], [1.591, 1.655, -4.415], [1.112, -0.049, -4.203]], "lowdin_spin": [1.267, 0.009, 0.002, 0.012, 0.092, 0.017, 0.021, 0.063, 0.013, -0.001, 0.011, 0.001, 0.001, 0.001, 0.001, 0.000, 0.001, 0.000, 0.000, 0.000, 0.000, 0.000, 0.000, 0.000, 0.001, 0.001, 0.010, 0.009, 0.048, 0.175, 0.041, 0.007, 0.008, 0.006, 0.002, 0.000, 0.114, 0.007, 0.010, 0.000, 0.010, -0.001, 0.009, 0.022, 0.001, 0.000, 0.000, 0.000, 0.000, 0.000, 0.000, 0.000, 0.000, 0.000, 0.008, 0.001, 0.001, 0.000, 0.000, 0.000, 0.000, 0.000, 0.001, 0.000, 0.000, 0.000, 0.000], "gap_ev": [6.7, 6.9], "spin_multiplicity": 3, "s2": 2.005, "total_energy_ev": -49302.8473, "charge": 1, "homo_ev": [-9.11, -10.02]}

---

Record 4
{"formula": "C28H29AsOP2S6SiTc", "method": "the ωB97M-V functional and the def2-TZVPD basis", "elements": ["Tc", "S", "P", "C", "P", "S", "C", "C", "C", "C", "C", "C", "C", "C", "C", "C", "C", "C", "C", "C", "C", "C", "C", "C", "C", "C", "C", "C", "C", "C", "H", "H", "H", "H", "H", "H", "H", "H", "H", "H", "H", "H", "H", "H", "H", "H", "H", "H", "H", "H", "S", "As", "S", "S", "S", "C", "Si", "C", "C", "O", "H", "H", "H", "H", "H", "H", "H", "H", "H"], "xyz": [[0.043, 0.248, -0.212], [-0.448, 1.963, 1.875], [1.464, 1.454, 2.061], [1.423, -0.029, 1.087], [1.351, -1.717, 1.587], [-0.590, -1.858, 1.033], [2.486, -2.705, 0.629], [2.544, -4.078, 0.875], [3.372, -4.876, 0.103], [4.143, -4.307, -0.904], [4.088, -2.942, -1.148], [3.253, -2.136, -0.385], [1.657, -2.041, 3.305], [2.968, -2.228, 3.754], [3.205, -2.390, 5.109], [2.140, -2.374, 6.005], [0.839, -2.193, 5.556], [0.593, -2.018, 4.203], [2.621, 2.531, 1.207], [2.320, 3.882, 1.071], [3.201, 4.717, 0.398], [4.374, 4.205, -0.138], [4.676, 2.854, -0.005], [3.798, 2.015, 0.663], [2.017, 1.335, 3.761], [3.385, 1.309, 4.055], [3.806, 1.252, 5.373], [2.867, 1.234, 6.398], [1.509, 1.264, 6.109], [1.079, 1.312, 4.790], [1.946, -4.521, 1.663], [3.418, -5.942, 0.287], [4.791, -4.934, -1.504], [4.689, -2.506, -1.936], [3.193, -1.073, -0.583], [3.793, -2.248, 3.051], [4.216, -2.535, 5.468], [2.328, -2.509, 7.063], [0.016, -2.184, 6.260], [-0.416, -1.861, 3.839], [1.396, 4.273, 1.480], [2.967, 5.769, 0.288], [5.055, 4.859, -0.667], [5.590, 2.457, -0.428], [4.027, 0.957, 0.751], [4.119, 1.343, 3.259], [4.865, 1.236, 5.602], [3.198, 1.205, 7.429], [0.782, 1.255, 6.912], [0.022, 1.336, 4.555], [0.355, -3.628, -4.139], [-1.681, -2.800, -4.095], [0.462, -0.995, -2.054], [-1.540, -1.282, -2.398], [-1.134, -4.714, -3.109], [-0.760, 4.523, -1.085], [-1.584, 2.970, -1.618], [-1.654, 2.831, -3.441], [-3.217, 2.737, -0.807], [-0.626, 1.654, -1.091], [-1.283, 5.390, -1.503], [0.280, 4.559, -1.423], [-0.778, 4.605, 0.006], [-2.214, 3.676, -3.858], [-2.148, 1.904, -3.741], [-0.649, 2.847, -3.872], [-3.963, 3.453, -1.166], [-3.112, 2.871, 0.274], [-3.594, 1.729, -0.999]], "nbo_charge": [0.703, -0.458, 1.382, -0.863, 1.418, -0.279, -0.357, -0.184, -0.202, -0.170, -0.194, -0.203, -0.485, -0.173, -0.193, -0.162, -0.222, -0.103, -0.448, -0.110, -0.216, -0.178, -0.192, -0.200, -0.367, -0.200, -0.198, -0.172, -0.209, -0.178, 0.228, 0.232, 0.230, 0.228, 0.226, 0.230, 0.230, 0.229, 0.231, 0.234, 0.229, 0.230, 0.229, 0.226, 0.215, 0.225, 0.227, 0.227, 0.229, 0.242, -0.200, 0.724, 0.020, -0.275, -0.211, -1.161, 1.901, -1.157, -1.156, -0.900, 0.252, 0.247, 0.247, 0.252, 0.251, 0.250, 0.256, 0.247, 0.247], "gap_ev": [6.1, 6.1], "total_energy_ev": -186056.3132, "charge": 1, "homo_ev": [-10.41, -10.41], "de_lowest_kj_mol": 62.88}